# 1
Molecular formula: C66H167N9O22
Method: DFT, ωB97M-V with the def2-TZVPD basis set

Properties
energy above the lowest of the compared OMol25 structures with the same formula, charge and spin	2.947	eV
multiplicity	1
HOMO	-0.297	hartree
electronic energy	-129590.6318	eV

Positions of all 264 atoms, in Å:
C: 19.1633 26.8430 14.8726
O: 20.1537 26.0809 15.6083
C: 21.4728 26.2936 15.1096
C: 22.5630 25.3959 15.7877
N: 22.1817 23.9689 15.8175
C: 23.1954 23.0191 16.2242
C: 22.6112 21.8475 17.0956
O: 22.2704 22.3205 18.3604
C: 21.6936 21.3304 19.1855
H: 19.4844 27.8821 14.9453
H: 18.1547 26.7855 15.2818
H: 19.0989 26.5521 13.8241
H: 21.8385 27.3182 15.1759
H: 21.5709 26.1512 14.0334
H: 22.7642 25.7659 16.7931
H: 23.4581 25.4822 15.1717
H: 21.4769 23.9586 16.5408
H: 24.0261 23.5265 16.7147
H: 23.5776 22.4918 15.3502
H: 23.3580 21.0548 17.1395
H: 21.6569 21.5033 16.6970
H: 21.5719 21.9109 20.0999
H: 22.2617 20.4055 19.2855
H: 20.6706 21.0356 18.9519
C: 30.4222 12.0349 11.6097
O: 30.9511 12.9266 12.5289
C: 31.4436 14.0744 11.8650
C: 31.8897 14.9641 12.9923
N: 30.7835 15.5371 13.6918
C: 30.4160 16.7686 12.9619
C: 29.0854 17.2073 13.4611
O: 28.0017 16.5170 12.8944
C: 27.4321 15.4879 13.6571
H: 29.4360 12.3271 11.2488
H: 30.2123 11.1076 12.1427
H: 31.1658 11.9717 10.8152
H: 30.7885 14.5705 11.1490
H: 32.2974 13.7561 11.2668
H: 32.6003 15.6866 12.5910
H: 32.4580 14.3276 13.6705
H: 30.0725 14.8319 13.5603
H: 30.5080 16.8277 11.8774
H: 31.1272 17.5379 13.2625
H: 29.0204 18.2618 13.1932
H: 29.0240 17.2637 14.5479
H: 28.2482 14.9363 14.1237
H: 26.8651 14.7900 13.0411
H: 26.7540 15.7877 14.4562
C: 24.9064 18.3673 9.8267
O: 24.2349 19.5209 10.1291
C: 22.9473 19.5402 9.5147
C: 22.2107 20.8147 9.8421
N: 20.9862 20.8691 9.0167
C: 20.3845 22.1967 8.9804
C: 19.8277 22.6869 10.3417
O: 20.9907 23.1170 11.0812
C: 20.5944 23.6119 12.3444
H: 24.3297 17.5495 10.2588
H: 25.8907 18.3553 10.2946
H: 25.0029 18.1827 8.7568
H: 22.3319 18.6969 9.8281
H: 23.0783 19.5367 8.4326
H: 22.8818 21.6543 9.6612
H: 21.8489 20.8153 10.8703
H: 20.2571 20.2846 9.4001
H: 19.5546 22.0687 8.2855
H: 21.0913 22.9677 8.6737
H: 19.3306 21.8293 10.7949
H: 19.0763 23.4544 10.1559
H: 21.4862 23.9635 12.8633
H: 19.9765 22.9563 12.9579
H: 19.9743 24.4962 12.1972
C: 21.7146 17.1621 17.2483
O: 21.5133 15.8100 17.6532
C: 20.7976 15.5293 18.8638
C: 20.4911 14.0164 18.9958
N: 19.4699 13.6282 17.9864
C: 19.0752 12.2611 18.2025
C: 20.1149 11.2179 17.6422
O: 20.5542 11.5283 16.3290
C: 19.6204 11.0686 15.3302
H: 22.1945 17.2592 16.2744
H: 22.3550 17.7626 17.8943
H: 20.7436 17.6563 17.2149
H: 19.9393 16.1933 18.9661
H: 21.4559 15.7419 19.7061
H: 20.0633 13.7946 19.9735
H: 21.3969 13.4139 18.9277
H: 20.0944 13.5522 17.1963
H: 18.0982 12.1629 17.7292
H: 18.8825 12.0749 19.2591
H: 19.7943 10.1790 17.7199
H: 21.0575 11.1967 18.1891
H: 19.5731 9.9831 15.2430
H: 19.8810 11.5324 14.3788
H: 18.6369 11.4961 15.5252
C: 12.6933 28.8706 16.3423
O: 12.4916 28.5644 14.9716
C: 11.9420 27.3323 14.5530
C: 12.4397 27.0881 13.1304
N: 13.8640 26.6916 13.0948
C: 14.1417 25.3333 13.4790
C: 15.5440 25.3103 14.1536
O: 15.5759 26.0335 15.3865
C: 14.9928 25.4553 16.5565
H: 12.8320 29.9494 16.4134
H: 13.4724 28.2479 16.7820
H: 11.7863 28.6640 16.9105
H: 10.8668 27.4958 14.4805
H: 12.1398 26.5286 15.2622
H: 12.3602 28.0284 12.5848
H: 11.8157 26.3081 12.6939
H: 14.1573 27.3266 13.8234
H: 14.1970 24.6742 12.6126
H: 13.4501 24.7953 14.1273
H: 16.3531 25.5590 13.4668
H: 15.8139 24.2768 14.3707
H: 14.9492 26.2502 17.3011
H: 15.5437 24.5516 16.8173
H: 13.9509 25.1622 16.4276
C: 27.3971 25.3914 13.0154
O: 26.6354 24.6130 12.0312
C: 25.6069 23.9013 12.6141
C: 25.0852 22.8315 11.6407
N: 25.8544 21.5672 11.6387
C: 27.2394 21.8318 11.1282
C: 28.0431 20.6086 10.9069
O: 29.3293 20.9982 10.5131
C: 30.1623 19.8376 10.4328
H: 27.9642 24.7186 13.6587
H: 26.7561 26.0092 13.6443
H: 28.0602 26.1246 12.5563
H: 24.8071 24.5998 12.8603
H: 26.1018 23.3662 13.4245
H: 24.9465 23.2726 10.6537
H: 24.0884 22.5383 11.9704
H: 25.4036 20.9570 10.9719
H: 27.8208 22.4988 11.7647
H: 27.1331 22.2843 10.1422
H: 27.5742 19.9831 10.1474
H: 28.0525 19.9570 11.7806
H: 31.2231 20.0865 10.4598
H: 29.9538 19.1936 9.5785
H: 30.0162 19.3208 11.3814
C: 14.8461 18.3474 11.4323
O: 15.3942 17.4497 12.3660
C: 14.6002 16.3572 12.8012
C: 15.1894 15.6721 14.1136
N: 16.6193 15.4287 13.8210
C: 17.4599 15.5141 15.0034
C: 18.9187 15.1213 14.7131
O: 19.4050 15.8680 13.6066
C: 20.8099 15.6516 13.4953
H: 15.6251 19.0851 11.2398
H: 13.8806 18.8014 11.6555
H: 14.6885 17.8596 10.4704
H: 14.7154 15.5222 12.1100
H: 13.5538 16.6614 12.8252
H: 14.6415 14.7453 14.2834
H: 15.0067 16.2812 14.9989
H: 16.9753 15.9228 13.0153
H: 17.1609 14.8784 15.8368
H: 17.4514 16.5323 15.3925
H: 18.9460 14.0604 14.4646
H: 19.4585 15.2746 15.6475
H: 21.1092 16.1386 12.5673
H: 20.9846 14.5892 13.3253
H: 21.3981 16.0888 14.3022
C: 18.1691 19.7240 17.4492
O: 17.7936 18.9859 18.6308
C: 17.1735 17.7063 18.4146
C: 16.9717 16.9823 19.7557
N: 15.7951 17.5983 20.3696
C: 15.9233 17.4976 21.8238
C: 14.6902 18.1186 22.5020
O: 14.5819 19.4781 22.1127
C: 13.4978 20.1315 22.8398
H: 17.3749 19.6016 16.7127
H: 19.1627 19.4604 17.0866
H: 18.2651 20.7864 17.6731
H: 17.7999 17.0449 17.8159
H: 16.2404 17.8888 17.8816
H: 17.8645 17.1596 20.3554
H: 16.8025 15.9185 19.5885
H: 15.7299 18.5852 20.1650
H: 16.8373 17.9660 22.1889
H: 15.9504 16.4465 22.1108
H: 14.7540 17.9939 23.5830
H: 13.8421 17.5043 22.1997
H: 13.3059 21.1383 22.4689
H: 13.5085 20.0378 23.9257
H: 12.5705 19.6250 22.5722
C: 23.9582 18.0096 13.5519
O: 22.6766 18.3997 13.9783
C: 22.0239 19.3089 13.0526
C: 20.6472 19.6485 13.6707
N: 19.5949 18.6954 13.2666
C: 18.3948 18.8707 14.0171
C: 17.7651 20.2747 13.8841
O: 18.3640 21.2331 14.7423
C: 17.7455 22.4295 15.0614
H: 24.2830 17.1315 14.1100
H: 24.6276 18.8550 13.7111
H: 23.9903 17.8642 12.4721
H: 21.9416 18.7749 12.1060
H: 22.6089 20.2140 12.8893
H: 20.4694 20.6744 13.3480
H: 20.7922 19.7695 14.7442
H: 19.8991 17.7340 13.3233
H: 18.5259 18.4297 15.0052
H: 17.7330 18.1266 13.5739
H: 16.7014 20.3062 14.1196
H: 17.6810 20.6319 12.8577
H: 16.7262 22.2559 15.4065
H: 17.7335 23.0468 14.1632
H: 18.2952 23.0064 15.8051
C: 15.5126 21.6580 18.5218
C: 14.3523 20.9104 17.8565
C: 13.5414 20.0745 18.8711
O: 13.5085 21.8830 17.3583
H: 15.2307 22.2809 19.3707
H: 16.1189 22.3239 17.9078
H: 16.2217 20.9246 18.9058
H: 14.7222 20.2798 17.0481
H: 13.8914 19.0424 18.8891
H: 12.4762 20.0173 18.6471
H: 13.5928 20.4872 19.8787
H: 12.9865 21.4175 16.7008
C: 15.5299 21.7352 8.8454
C: 15.5496 22.7524 9.9795
C: 16.2256 22.3157 11.2683
O: 16.2454 23.9307 9.5584
H: 14.9627 20.8088 8.9361
H: 16.5053 21.3926 8.5001
H: 15.1228 22.2501 7.9752
H: 14.5027 23.0305 10.1014
H: 16.1029 23.1081 12.0066
H: 17.2733 22.0379 11.1532
H: 15.7077 21.4733 11.7267
H: 16.0214 24.6511 10.1521
C: 18.9635 24.1055 19.9172
C: 19.0265 25.0525 18.7106
C: 19.6977 26.4215 19.1120
O: 19.6996 24.4030 17.6283
H: 18.4250 24.5694 20.7436
H: 19.9848 23.9189 20.2492
H: 18.5325 23.1500 19.6181
H: 18.0099 25.1746 18.3369
H: 20.7163 26.3185 19.4861
H: 19.1038 26.8693 19.9087
H: 19.7050 27.1333 18.2865
H: 19.8197 25.0159 16.8993
C: 17.5172 18.1186 9.0411
C: 18.5000 17.9607 10.2386
C: 19.6661 17.1278 9.8662
O: 18.9312 19.2523 10.5493
H: 17.9254 18.8475 8.3409
H: 16.5928 18.6574 9.2493
H: 17.2580 17.2345 8.4586
H: 17.8916 17.5690 11.0538
H: 19.3311 16.1554 9.5052
H: 20.4918 17.0483 10.5733
H: 20.0069 17.5640 8.9272
H: 19.2336 19.2373 11.4603


# 2
Molecular formula: C3H8N2O2
Method: DFT, ωB97M-V with the def2-TZVPD basis set

Properties
energy above the lowest of the compared OMol25 structures with the same formula, charge and spin	7.735	eV
multiplicity	1
HOMO (spin up / spin down)	-0.325 / -0.392	hartree
electronic energy	-10309.2168	eV

Positions of all 15 atoms, in Å:
C: 0.3843 0.5094 1.4021
C: 0.1365 0.9476 -1.1125
C: -0.3830 0.5417 0.0938
N: -0.3162 -2.1081 -0.5011
N: -1.8696 0.2598 0.0920
O: -2.4803 0.1696 1.1480
O: -2.4230 0.2589 -1.0347
H: 1.3197 -0.0046 1.4229
H: 0.4368 1.4700 1.8697
H: -0.3227 0.0309 2.0554
H: -0.4233 0.6730 -1.9791
H: 0.1821 1.9954 -1.2945
H: 1.1028 0.4912 -1.3160
H: -0.0740 -2.1433 0.5207
H: -1.2519 -2.5725 -0.7153


# 3
Molecular formula: C3H9N3S
Method: DFT, ωB97M-V with the def2-TZVPD basis set

Properties
structure (SMILES)	CN/N=C\N(C)S
energy above the lowest of the compared OMol25 structures with the same formula, charge and spin	3.011	eV
multiplicity	1
HOMO	-0.293	hartree
electronic energy	-18559.6686	eV

Positions of all 16 atoms, in Å:
C: -1.6921 -2.1362 0.7603
C: 0.0122 1.0488 0.7704
C: 1.9375 0.5177 -0.5996
H: -2.6957 -1.7752 0.7796
H: -1.2902 -2.4699 1.7254
H: -1.4589 -2.9077 -0.0071
H: -0.8201 -0.6030 -0.6197
H: 0.0260 1.9059 1.3570
H: 1.9347 -0.5327 -0.0457
H: 2.7094 1.3138 -0.2378
H: 2.0792 0.3694 -1.6917
H: -0.4847 2.5559 -2.0086
N: -0.7975 -1.0305 0.3718
N: -0.6783 0.0199 1.1718
N: 0.6400 1.0948 -0.4987
S: 0.5785 2.6291 -1.2272


# 4
Molecular formula: C4H6N2
Method: DFT, ωB97M-V with the def2-TZVPD basis set

Properties
structure (SMILES)	C=C1C=NNC1
energy above the lowest of the compared OMol25 structures with the same formula, charge and spin	4.643	eV
multiplicity	1
HOMO	-0.303	hartree
electronic energy	-7220.9480	eV

Positions of all 12 atoms, in Å:
C: -0.7007 0.6418 1.6230
C: 0.0332 0.0276 0.5746
C: -0.2605 0.6959 -0.7688
C: 1.0073 -0.9338 0.3435
H: -1.4066 1.5056 1.5214
H: -0.7141 0.2692 2.7696
H: -1.2625 0.8140 -0.7517
H: 0.4477 1.4988 -1.2796
H: 0.5474 -0.6302 -2.4991
H: 1.4169 -1.7568 1.1048
N: 0.0007 -0.6301 -1.6896
N: 0.8912 -1.5020 -0.9480


# 5
Molecular formula: C35H42Cl2FeN2O4P
Method: DFT, ωB97M-V with the def2-TZVPD basis set

Properties
energy above the lowest of the compared OMol25 structures with the same formula, charge and spin	4.927	eV
multiplicity	5
net charge	-1
HOMO (spin up / spin down)	-0.079 / -0.106	hartree
electronic energy	-116867.7656	eV

Positions of all 87 atoms, in Å:
O: 1.2286 -0.5416 -4.1972
C: 0.3046 -0.0944 -4.9058
C: -0.0071 1.3414 -5.0891
C: 0.4734 2.2800 -4.1550
H: 0.7733 1.9583 -3.1636
C: 0.5309 3.6297 -4.4709
H: 0.8845 4.3658 -3.7377
C: 0.1044 4.0371 -5.7437
H: 0.2466 5.0685 -6.0723
C: -0.5321 3.1363 -6.6232
H: -0.9892 3.4803 -7.5614
C: -0.5805 1.7805 -6.2942
H: -1.0142 1.0235 -6.9499
H: -0.4857 -0.8237 -5.1868
C: -3.1960 -1.3412 -2.5537
C: -3.1474 -0.1751 -1.6571
H: -3.7914 -1.0936 -3.4499
H: -3.6283 -2.2003 -2.0116
H: -2.1685 -1.6523 -2.8445
C: -3.3042 1.1730 -1.8400
C: -4.5683 2.0510 -1.8776
H: -2.4957 1.7603 -2.3323
H: -4.5256 2.6944 -2.7818
H: -4.5833 2.7581 -1.0337
H: -5.5279 1.4786 -1.8844
Fe: -1.9585 0.2419 -0.3955
Cl: -0.1847 1.4603 -0.7806
Cl: -3.2742 -0.6244 1.0395
H: 4.5461 1.3053 -3.5418
H: 4.6360 1.7911 -0.9478
C: 3.4839 1.3606 -3.2674
C: 3.6280 1.3740 -0.8079
N: 3.2283 0.6767 -2.0111
H: 2.8882 0.9025 -4.0588
C: 2.8835 -0.6381 -1.9493
O: 2.7209 -1.3046 -0.9257
H: 3.6127 0.6815 0.0392
H: 2.7287 -1.0717 -2.9544
H: 3.2130 2.4165 -3.1663
H: 2.9443 2.2134 -0.6136
H: -0.1944 -5.6780 -0.1794
H: 1.6905 -5.5951 -2.1330
C: -0.7704 -5.0481 -0.8754
C: 0.9948 -4.9133 -2.6406
N: 0.1290 -4.2411 -1.6844
H: -1.4290 -4.3711 -0.3167
C: 0.1083 -2.8890 -1.5563
O: -0.6929 -2.2770 -0.8435
H: 1.5623 -4.1523 -3.1874
H: 0.8721 -2.3863 -2.1777
H: -1.3585 -5.7150 -1.5231
H: 0.4027 -5.5096 -3.3484
O: 0.0004 -1.0000 1.7682
P: 0.1040 -0.3220 3.0971
C: 1.6676 0.5676 3.3011
C: 2.6063 0.1940 4.2829
C: 3.7836 0.9354 4.4439
C: 4.0353 2.0300 3.6124
C: 3.1422 2.3477 2.5861
C: 1.9836 1.5977 2.4032
C: -1.2784 0.8150 3.3642
C: -2.4627 0.3064 3.9167
C: -3.6338 1.0667 3.9068
C: -3.6302 2.3421 3.3394
C: -2.4486 2.8625 2.8020
C: -1.2684 2.1146 2.8394
C: 0.0013 -1.4354 4.4997
C: -0.0033 -2.8211 4.2876
C: -0.0878 -3.6811 5.3853
C: -0.1675 -3.1592 6.6845
C: -0.1714 -1.7737 6.8896
C: -0.0955 -0.9112 5.7955
H: 2.4175 -0.6691 4.9299
H: 4.4936 0.6485 5.2278
H: 4.9383 2.6200 3.7600
H: 3.3490 3.1839 1.9239
H: 1.3212 1.7931 1.5598
H: -2.4857 -0.7105 4.3068
H: -4.5544 0.6381 4.3065
H: -4.5538 2.9287 3.3091
H: -2.4408 3.8578 2.3487
H: -0.3488 2.5400 2.4470
H: 0.0502 -3.2111 3.2702
H: -0.0936 -4.7644 5.2295
H: -0.2301 -3.8361 7.5434
H: -0.2365 -1.3640 7.9002
H: -0.1146 0.1655 5.9561


# 6
Molecular formula: C23H19N5O8Se2W
Method: DFT, ωB97M-V with the def2-TZVPD basis set

Properties
energy above the lowest of the compared OMol25 structures with the same formula, charge and spin	3.318	eV
multiplicity	1
HOMO	-0.316	hartree
electronic energy	-180504.9522	eV

Positions of all 58 atoms, in Å:
W: -0.8080 0.7640 1.2203
O: -2.2783 4.8721 -3.0985
C: -1.8037 3.8821 -2.3360
C: -1.5833 2.5935 -2.8099
C: -1.0792 1.6446 -1.9650
N: -0.7360 1.9137 -0.7066
C: -1.0270 3.1392 -0.2503
C: -1.5448 4.1467 -1.0054
C: -0.6772 3.3057 1.2129
O: -1.1337 4.1265 1.9428
O: 0.2457 2.3934 1.5346
C: -1.0204 0.2270 -2.4637
O: -1.4304 -0.0969 -3.5444
O: -0.5408 -0.5828 -1.5406
H: -2.4732 4.5584 -3.9889
H: -1.8117 2.3103 -3.8313
H: -1.7622 5.1072 -0.5572
O: -0.1932 -1.6673 2.7260
C: 0.6726 -1.6160 3.8348
C: 1.5324 -0.3444 3.7631
C: 2.5606 -0.4593 4.9087
O: 3.3825 -1.6202 4.8512
C: 2.3336 -0.2488 2.4599
Se: 1.4012 -0.2373 0.7199
C: 0.7521 0.9582 4.0336
Se: -1.1640 0.9904 3.6553
H: -0.8567 -2.3577 2.8180
H: 1.3242 -2.4923 3.8122
H: 0.1075 -1.6006 4.7752
H: 2.0296 -0.3974 5.8627
H: 3.2376 0.3935 4.8457
H: 2.9436 -2.3488 5.2968
H: 3.0065 -1.0992 2.3839
H: 2.9250 0.6655 2.4640
H: 1.1745 1.7860 3.4772
H: 0.7906 1.2112 5.0937
O: -1.9143 -0.7527 1.0630
N: -2.4373 0.2492 0.2185
C: -3.1110 1.2100 1.0623
C: -3.8371 0.6670 2.1950
N: -4.4084 0.2195 3.0857
C: -3.8039 2.2493 0.3426
N: -4.3337 3.0786 -0.2502
C: -0.5428 -1.9978 -1.8232
C: 0.3945 -2.3619 -2.9431
C: 1.7357 -2.0000 -2.8547
C: 2.6180 -2.3263 -3.8706
C: 2.1589 -3.0275 -4.9814
C: 0.8168 -3.3836 -5.0793
C: -0.0602 -3.0431 -4.0623
C: 3.0819 -3.4071 -6.0346
N: 3.8088 -3.7173 -6.8707
H: -0.2054 -2.4302 -0.8869
H: -1.5644 -2.3065 -2.0262
H: 2.0875 -1.4694 -1.9765
H: 3.6603 -2.0437 -3.8068
H: 0.4697 -3.9207 -5.9528
H: -1.1094 -3.3057 -4.1428